Formula: C49H55AsGe2NPPb
Source: OMol25
Level of theory: wB97M-V/def2-TZVPD

Each line ends with the Mulliken charge.
CARTESIAN COORDINATES (ANGSTROEM)
Pb -0.92754 -0.74877 1.08297  0.63
C -1.53296 0.78086 6.10003  -1.28
C -1.35502 -0.10906 4.86129  -0.28
Ge -0.08182 0.65593 3.59334  -0.59
C 1.70657 -0.12377 3.53211  0.12
C 2.30139 0.04368 4.94299  -1.38
C -0.11073 2.57697 3.50677  0.46
C 0.43971 3.45031 2.66057  0.44
Ge 1.44591 3.38910 0.99274  -0.21
C 0.62847 3.27736 -0.78182  0.98
C 0.16889 4.57753 -1.44853  -1.59
C 3.37337 3.37182 1.15308  -0.37
C 4.02167 4.37106 0.18388  -1.33
C 0.68215 4.88166 2.92780  -0.12
C 1.09491 5.36714 4.16785  -0.68
C 1.52689 6.67853 4.28052  -0.71
C 1.59562 7.50847 3.16177  -0.65
C 1.20731 7.03679 1.91945  -0.69
C 0.74374 5.72732 1.80582  0.08
H -2.17851 0.28123 6.82140  0.41
H -1.99729 1.73601 5.85228  0.34
H -0.58400 0.97974 6.60046  0.37
H -2.31751 -0.27857 4.37376  0.41
H -0.96135 -1.09075 5.13548  0.49
H 2.30270 0.41000 2.78947  0.11
H 1.66722 -1.17821 3.25227  0.43
H 2.33566 1.09079 5.25120  0.37
H 3.32451 -0.33157 4.96238  0.40
H 1.73718 -0.51628 5.68967  0.36
H -0.55688 3.00413 4.40867  0.52
H -0.21021 2.58398 -0.69069  -0.36
H 1.39089 2.79403 -1.39838  0.17
H -0.66055 5.03895 -0.91321  0.36
H -0.18729 4.35563 -2.45485  0.44
H 0.97967 5.30110 -1.54217  0.41
H 3.70732 2.35189 0.93704  0.40
H 3.62891 3.58577 2.19134  0.59
H 3.71383 4.20286 -0.85018  0.34
H 5.10543 4.26956 0.22248  0.43
H 3.77520 5.39816 0.45230  0.35
H 1.10774 4.71516 5.03273  0.47
H 1.83316 7.05868 5.24634  0.46
H 1.94545 8.52663 3.26876  0.47
H 1.22591 7.68818 1.05549  0.52
H 0.26174 5.44251 0.87081  0.11
N 1.07709 0.38939 0.19896  0.12
C 2.11576 0.13291 -0.25517  0.25
C 3.37885 -0.17923 -0.80355  0.23
C 4.33609 -0.82105 -0.00070  -0.28
C 5.56599 -1.12497 -0.54734  -0.80
C 5.83890 -0.79301 -1.87220  -0.41
C 4.88863 -0.15382 -2.66543  -0.83
C 3.65188 0.15765 -2.13978  -0.31
H 4.10873 -1.07928 1.02570  0.53
H 6.31540 -1.62460 0.05136  0.45
H 6.80534 -1.03841 -2.29357  0.45
H 5.11934 0.09397 -3.69259  0.46
H 2.90118 0.64927 -2.74561  0.50
C -4.62797 -0.09110 0.09614  -0.65
C -4.80739 -1.59827 -0.11495  -1.20
As -6.68379 -2.09496 -0.43177  0.41
C -7.78340 -1.76763 1.04689  0.69
C -9.17120 -1.70974 0.84157  -0.44
C -10.00832 -1.56708 1.93107  -0.74
C -9.47344 -1.51603 3.21496  -0.41
C -8.09674 -1.60597 3.42176  -0.74
C -7.24806 -1.74770 2.34384  -0.23
C -7.26133 -1.18273 -1.99848  0.25
C -6.96600 -1.74624 -3.24083  -0.32
C -7.37876 -1.09424 -4.39173  -0.79
C -8.07677 0.10492 -4.29902  -0.52
C -8.36935 0.66071 -3.05845  -0.83
C -7.97374 0.01547 -1.89685  -0.01
P -2.95130 0.54752 -0.33785  0.11
C -2.73137 0.18904 -2.08659  0.82
C -3.81847 0.16193 -2.96524  -0.02
C -3.60995 -0.07521 -4.31497  -0.90
C -2.32498 -0.28986 -4.79790  -0.84
C -1.24147 -0.26802 -3.92984  -0.72
C -1.44381 -0.03023 -2.57937  -0.37
C -3.04742 2.32924 -0.09331  0.94
C -2.89648 2.84329 1.19555  -0.45
C -3.04030 4.20309 1.42176  -0.65
C -3.33800 5.05206 0.36167  -0.70
C -3.48001 4.54532 -0.92422  -0.90
C -3.33066 3.18568 -1.15856  -0.24
H -4.84798 0.20298 1.12408  0.79
H -5.31381 0.48565 -0.53267  0.34
H -4.43170 -2.19115 0.71903  0.61
H -4.30689 -1.94097 -1.02291  0.50
H -9.58744 -1.77649 -0.15607  0.50
H -11.07857 -1.51270 1.78610  0.42
H -10.13574 -1.42266 4.06566  0.43
H -7.70122 -1.58205 4.42790  0.41
H -6.18082 -1.84600 2.50458  0.36
H -6.44800 -2.69537 -3.31467  0.44
H -7.18181 -1.53544 -5.35997  0.52
H -8.41330 0.60071 -5.20020  0.48
H -8.92485 1.58694 -2.99544  0.46
H -8.22314 0.43639 -0.93078  0.55
H -4.83075 0.32860 -2.61401  0.49
H -4.45412 -0.09093 -4.99178  0.53
H -2.16876 -0.47856 -5.85183  0.44
H -0.24344 -0.44627 -4.30860  0.49
H -0.58718 -0.00824 -1.91240  -0.20
H -2.67873 2.18289 2.02972  0.40
H -2.93771 4.60152 2.42313  0.51
H -3.46730 6.11206 0.54011  0.46
H -3.71441 5.20972 -1.74605  0.48
H -3.44074 2.79673 -2.16362  0.48

Results
Total charge: +4
Gap between HOMO and LUMO (spin up / spin down), eV: 6.17 / 5.15
Energy above the lowest of the compared OMol25 structures with the same formula, charge and spin, kcal per mole: 10.9
Lowest unoccupied orbital energy (spin up / spin down), eV: -11.416 / -12.224

---

Formula: C7H10
Source: OMol25
Level of theory: wB97M-V/def2-TZVPD

Each line ends with the natural charge from an NBO analysis.
CARTESIAN COORDINATES (ANGSTROEM)
C 2.02902 0.44375 -0.04286  -0.61
C 1.00141 -0.55590 0.48804  -0.39
C -0.44340 -0.08954 0.41711  -0.06
C -1.28058 -0.48898 -0.81404  -0.45
C -1.52623 -1.09273 0.53890  -0.41
C -0.63390 1.34505 0.84183  -0.11
C -0.86934 2.02814 -0.13836  -0.10
H 1.80827 0.73407 -1.07625  0.20
H 3.03644 0.01303 -0.02061  0.21
H 2.03870 1.35710 0.56091  0.22
H 1.06078 -1.48820 -0.08484  0.20
H 1.24489 -0.80379 1.52930  0.21
H -2.08529 0.14114 -1.20590  0.21
H -0.75913 -1.03153 -1.59283  0.21
H -1.21352 -2.11753 0.68070  0.22
H -2.43364 -0.78914 1.04911  0.23
H -0.97447 2.39506 -1.13021  0.23

Results
Gap between HOMO and LUMO, eV: 9.46
Energy above the lowest of the compared OMol25 structures with the same formula, charge and spin, kcal per mole: 105.8
Lowest unoccupied orbital energy, eV: 0.632
SMILES: C#CC1(CC)CC1

---

Formula: C24H22F2O5S
Source: OMol25
Level of theory: wB97M-V/def2-TZVPD

Each line ends with the natural charge from an NBO analysis.
CARTESIAN COORDINATES (ANGSTROEM)
F -3.47992 2.54383 -2.51584  -0.34
C -2.97671 1.29517 -2.23057  0.42
C -3.60066 0.17256 -2.75679  -0.30
C -3.09181 -1.07395 -2.38540  -0.18
C -2.01584 -1.17040 -1.51222  -0.25
C -1.33902 -0.01185 -1.06163  0.11
C 0.03737 -0.29429 -0.51420  0.00
C 0.95363 -0.62932 -1.71733  0.01
C 1.74011 -1.77847 -1.69556  -0.25
C 2.96022 -1.78615 -2.37512  -0.19
C 3.38442 -0.65359 -3.08406  -0.30
C 2.47370 0.39041 -3.25176  0.41
F 2.91202 1.55845 -3.84931  -0.34
C 1.20939 0.37190 -2.66319  -0.28
C -1.84249 1.23124 -1.41510  -0.34
H -4.41002 0.28068 -3.47258  0.23
H -3.54545 -1.98834 -2.76751  0.22
H -1.62848 -2.15502 -1.22451  0.21
H -0.05037 -1.21192 0.07283  0.26
H 1.38288 -2.64145 -1.12651  0.21
H 3.61321 -2.65943 -2.28121  0.22
H 4.38852 -0.58439 -3.48660  0.23
H 0.48947 1.15818 -2.89816  0.24
H -1.32742 2.14371 -1.11156  0.24
C -0.55487 4.60227 -0.46395  -0.63
C -1.38953 3.90448 0.56794  -0.09
O -0.68081 2.65401 0.85188  -0.55
C -1.49659 1.65373 1.23135  0.76
C -0.75066 0.33486 1.48830  -0.34
O -1.34244 -0.28081 2.52366  -0.57
C -1.14043 0.23951 3.91925  -0.27
S 1.01977 0.39466 1.66750  1.96
C 1.28868 -1.43333 1.89097  -0.29
C 2.61916 -1.87346 1.91299  -0.18
C 2.94065 -3.22408 2.13419  -0.22
C 1.92690 -4.15690 2.39213  -0.17
C 0.59927 -3.74681 2.29786  -0.24
C 0.28130 -2.41900 1.96292  -0.12
O 0.98238 0.70609 0.05627  -0.67
O 1.73328 1.37488 2.46366  -0.83
O -2.69902 1.76704 1.42899  -0.62
H -1.03627 5.53386 -0.77300  0.22
H 0.43491 4.83450 -0.05449  0.22
H -0.42420 3.99368 -1.36810  0.21
H -1.41481 4.43902 1.52509  0.19
H -2.41118 3.71572 0.21098  0.22
H -1.35244 -0.62455 4.55117  0.20
H -0.11755 0.59584 4.08016  0.18
H -1.84704 1.05259 4.07722  0.20
H 3.40810 -1.14653 1.73179  0.23
H 3.97928 -3.55746 2.12197  0.23
H 2.16834 -5.18981 2.67206  0.23
H -0.20418 -4.47134 2.48436  0.23
H -0.75674 -2.18024 1.73877  0.26

Results
Gap between HOMO and LUMO, eV: 7.08
Energy above the lowest of the compared OMol25 structures with the same formula, charge and spin, kcal per mole: 100.0
Lowest unoccupied orbital energy, eV: -0.327
SMILES: CCOC(=O)C(OC)=[S@](=O)(OC(c1cccc(F)c1)c1cccc(F)c1)c1ccccc1

---

Formula: C6H10O
Source: OMol25
Level of theory: wB97M-V/def2-TZVPD

Each line ends with the natural charge from an NBO analysis.
CARTESIAN COORDINATES (ANGSTROEM)
O 1.76082 -0.73266 1.23435  -0.71
C 1.32875 -0.49652 -0.10637  0.05
C 0.06203 -1.28064 -0.45356  -0.42
C -1.21529 -0.69776 0.16423  -0.41
C -1.34191 0.83659 0.05406  -0.45
C -0.05671 1.56261 -0.24026  -0.16
C 1.13812 0.98062 -0.33802  -0.24
H 1.30342 -0.09238 1.79381  0.47
H 2.14801 -0.86840 -0.73263  0.18
H 0.19231 -2.31195 -0.10607  0.22
H -0.02782 -1.31459 -1.54716  0.20
H -1.27017 -0.99473 1.21734  0.20
H -2.08113 -1.16071 -0.32183  0.21
H -2.07850 1.11357 -0.71091  0.21
H -1.74837 1.23499 0.99431  0.22
H -0.13960 2.64191 -0.37006  0.20
H 2.02604 1.58006 -0.53122  0.21

Results
Gap between HOMO and LUMO, eV: 10.49
Energy above the lowest of the compared OMol25 structures with the same formula, charge and spin, kcal per mole: 3.0
Lowest unoccupied orbital energy, eV: 0.949
SMILES: O[C@@H]1C=CCCC1

---

Formula: C3H6N2
Source: OMol25
Level of theory: wB97M-V/def2-TZVPD

Each line ends with the Mulliken spin population.
CARTESIAN COORDINATES (ANGSTROEM)
C 0.45259 -0.17491 1.70253  -0.03
C -1.16671 -0.25299 -1.04946  0.61
C 0.78688 1.01356 -0.50567  0.03
N 1.32265 0.33236 0.96160  0.23
N -0.50463 0.81673 -0.88602  0.93
H 0.85966 -0.75543 2.43078  0.01
H -0.69930 -0.05506 1.74401  0.03
H -2.07893 -0.27991 -1.53870  0.07
H -0.81487 -1.30311 -0.82064  0.09
H 1.29214 1.97833 -0.51969  0.04
H 1.37195 0.53633 -1.26599  -0.01

Results
Spin multiplicity: 3
Gap between HOMO and LUMO (spin up / spin down), eV: 6.97 / 7.62
Energy above the lowest of the compared OMol25 structures with the same formula, charge and spin, kcal per mole: 33.8
Lowest unoccupied orbital energy (spin up / spin down), eV: 1.206 / -2.142
⟨S²⟩: 2.013

---

Formula: C4H6N2O
Source: OMol25
Level of theory: wB97M-V/def2-TZVPD

Each line ends with the natural charge from an NBO analysis.
CARTESIAN COORDINATES (ANGSTROEM)
N -2.20411 0.63730 -0.11635  -0.82
C -0.86506 0.16476 -0.11505  0.10
C -0.47470 -1.14708 -0.11199  -0.16
N 0.90522 -1.18077 0.05033  -0.54
C 1.36381 0.09478 0.14360  0.45
O 2.69459 0.25194 0.37046  -0.67
C 0.31760 0.97576 0.01010  -0.43
H -2.48402 1.05060 -0.99962  0.37
H -2.84120 -0.12604 0.09873  0.37
H -1.05069 -2.05100 -0.25137  0.21
H 1.44680 -1.97704 0.34785  0.41
H 2.86237 1.19192 0.50667  0.49
H 0.36390 2.05922 0.03744  0.22

Results
Gap between HOMO and LUMO, eV: 8.35
Energy above the lowest of the compared OMol25 structures with the same formula, charge and spin, kcal per mole: 23.0
Lowest unoccupied orbital energy, eV: 0.851
SMILES: Nc1c[nH]c(O)c1